Model P:
C40H38Cl2HgN7O5Si | wB97M-V/def2-TZVPD

Properties
HOMO level (spin up / spin down) in hartree: -0.027 / -0.099
Total charge: -2
Multiplicity: 2
Frontier orbital gap (spin up / spin down) in eV: 4.790 / 6.732

```
94
Properties=species:S:1:pos:R:3:lowdin_charge:R:1
Hg -1.138 -0.538 -1.177 0.788
C -3.000 1.651 1.316 -0.212
N -3.043 0.354 0.679 -0.035
C -4.182 -0.093 0.315 -0.173
C -4.404 -1.366 -0.314 -0.400
C -5.577 -1.773 -0.961 -0.114
C -5.308 -3.046 -1.480 -0.149
C -3.993 -3.337 -1.100 -0.225
N -3.440 -2.333 -0.396 -0.047
C -2.315 1.624 2.665 -0.212
C -1.960 0.435 3.287 -0.044
C -1.276 0.445 4.498 -0.080
C -0.956 1.646 5.110 -0.123
C -1.318 2.843 4.498 -0.112
C -1.986 2.829 3.284 -0.063
H -4.013 2.070 1.436 0.114
H -2.429 2.333 0.682 0.074
H -5.083 0.523 0.459 0.117
H -6.489 -1.199 -1.050 0.079
H -5.972 -3.680 -2.050 0.063
H -3.430 -4.240 -1.302 0.083
H -2.181 -0.504 2.798 0.089
H -0.973 -0.494 4.945 0.104
H -0.414 1.653 6.048 0.092
H -1.061 3.790 4.960 0.092
H -2.223 3.763 2.784 0.114
O 0.534 -5.466 4.806 0.076
C -0.529 -5.412 4.034 -0.538
O -1.369 -6.295 4.030 0.036
C -0.645 -4.253 3.108 -0.071
C -1.698 -4.124 2.224 -0.029
N -1.510 -2.996 1.535 0.012
N -0.392 -2.359 1.903 0.097
C 0.162 -3.107 2.854 -0.143
C 1.467 -2.685 3.502 -0.578
O 1.939 -3.481 4.361 -0.010
O 1.984 -1.603 3.173 -0.033
H 1.134 -4.625 4.654 0.030
H -2.549 -4.764 2.061 0.128
H -2.145 -2.620 0.795 0.067
Cl -3.790 0.969 -3.115 0.500
C -2.500 2.091 -3.584 -1.019
Cl -1.819 2.946 -2.195 0.540
H -2.916 2.820 -4.269 0.019
H -1.708 1.515 -4.049 -0.020
C 4.244 3.483 -0.709 -0.118
C 3.007 3.861 -1.219 -0.104
C 2.118 2.899 -1.672 -0.136
C 2.445 1.536 -1.658 -0.279
C 3.689 1.178 -1.128 -0.092
C 4.577 2.137 -0.656 -0.104
Si 1.207 0.233 -2.225 0.570
C 0.763 0.547 -4.030 -0.325
C 0.000 -0.420 -4.704 -0.145
C -0.476 -0.206 -5.989 -0.105
C -0.208 0.991 -6.641 -0.121
C 0.550 1.962 -5.997 -0.108
C 1.030 1.739 -4.713 -0.106
C 2.106 -1.431 -2.153 -0.325
C 2.111 -2.155 -0.956 -0.118
C 2.784 -3.364 -0.845 -0.080
C 3.459 -3.883 -1.942 -0.110
C 3.459 -3.187 -3.143 -0.111
C 2.791 -1.973 -3.243 -0.108
H 4.934 4.232 -0.338 0.089
H 2.713 4.905 -1.231 0.102
H 1.135 3.212 -2.006 0.073
H 3.966 0.132 -1.076 0.094
H 5.530 1.828 -0.242 0.092
H -0.238 -1.353 -4.201 0.090
H -1.070 -0.970 -6.477 0.097
H -0.588 1.167 -7.641 0.088
H 0.768 2.899 -6.497 0.092
H 1.619 2.510 -4.229 0.087
H 1.578 -1.774 -0.089 0.064
H 2.769 -3.899 0.096 0.104
H 3.977 -4.832 -1.862 0.090
H 3.981 -3.590 -4.004 0.088
H 2.800 -1.439 -4.188 0.095
C 2.498 1.731 3.359 -0.029
N 1.828 2.294 2.210 -0.080
C 1.538 3.698 2.061 -0.063
C 0.454 3.670 0.974 -0.532
O -0.019 4.681 0.472 -0.011
N 0.132 2.383 0.694 0.171
C 0.903 1.618 1.476 -0.417
N 0.812 0.303 1.534 0.223
H 3.313 2.397 3.647 0.084
H 2.918 0.756 3.118 0.077
H 1.819 1.604 4.210 0.081
H 2.404 4.276 1.732 0.114
H 1.129 4.136 2.978 0.120
H -0.001 -0.139 1.130 0.004
H 1.253 -0.289 2.255 0.053
```

Model Q:
C40H38Cl2HgN7O5Si | wB97M-V/def2-TZVPD

Properties
HOMO level (spin up / spin down) in hartree: -0.065 / -0.084
Total charge: -2
Multiplicity: 2
Frontier orbital gap (spin up / spin down) in eV: 4.748 / 6.034

```
94
Properties=species:S:1:pos:R:3:lowdin_charge:R:1
Hg -0.379 -0.018 -0.596 0.894
C 0.873 2.075 2.785 -0.165
N 0.932 2.013 1.317 -0.027
C 2.018 2.305 0.720 -0.141
C 2.073 2.287 -0.718 -0.368
C 3.065 2.782 -1.552 -0.093
C 2.598 2.604 -2.869 -0.135
C 1.363 1.984 -2.754 -0.234
N 1.033 1.779 -1.455 -0.033
C 1.408 0.915 3.643 -0.231
C 1.132 -0.454 3.508 -0.326
C 0.964 -1.372 4.675 -0.400
C 2.039 -1.009 5.676 -0.094
C 2.489 0.265 5.734 -0.146
C 2.065 1.271 4.813 -0.108
H -0.187 2.153 3.031 0.097
H 1.353 2.990 3.150 0.105
H 2.907 2.649 1.265 0.129
H 3.998 3.225 -1.235 0.082
H 3.096 2.869 -3.788 0.070
H 0.715 1.653 -3.551 0.089
H 0.471 0.240 1.578 -0.006
H 1.095 -2.404 4.342 0.110
H 2.418 -1.768 6.352 0.084
H 3.215 0.533 6.497 0.086
H 2.263 2.315 5.026 0.082
O -0.195 -2.730 -6.628 0.070
C 1.011 -2.503 -6.177 -0.550
O 2.012 -2.706 -6.848 0.029
C 1.115 -1.978 -4.795 -0.067
C 2.318 -1.722 -4.171 -0.015
N 2.029 -1.240 -2.955 0.024
N 0.714 -1.163 -2.736 0.038
C 0.132 -1.610 -3.837 -0.135
C -1.385 -1.700 -3.886 -0.573
O -1.869 -2.194 -4.955 0.000
O -2.011 -1.303 -2.903 -0.033
H -0.934 -2.498 -5.883 0.020
H 3.325 -1.856 -4.524 0.129
H 2.663 -0.987 -2.210 0.129
Cl -1.837 -1.453 4.349 0.544
C -0.393 -1.276 5.403 -0.532
Cl 0.833 -1.138 1.874 0.789
H -0.463 -2.071 6.144 0.064
H -0.484 -0.309 5.893 0.070
C -5.688 -2.526 1.199 -0.111
C -5.966 -1.187 1.439 -0.106
C -5.103 -0.207 0.968 -0.119
C -3.950 -0.543 0.254 -0.286
C -3.691 -1.894 0.012 -0.089
C -4.553 -2.876 0.480 -0.085
Si -2.759 0.776 -0.362 0.669
C -2.763 2.168 0.925 -0.285
C -2.582 3.503 0.561 -0.091
C -2.522 4.509 1.516 -0.100
C -2.646 4.200 2.864 -0.115
C -2.822 2.877 3.249 -0.110
C -2.874 1.875 2.289 -0.129
C -3.353 1.517 -1.990 -0.289
C -2.457 2.152 -2.852 -0.112
C -2.880 2.676 -4.064 -0.087
C -4.211 2.569 -4.442 -0.108
C -5.115 1.938 -3.599 -0.101
C -4.687 1.417 -2.385 -0.088
H -6.354 -3.295 1.573 0.089
H -6.849 -0.906 2.002 0.090
H -5.325 0.836 1.170 0.100
H -2.811 -2.172 -0.555 0.072
H -4.335 -3.918 0.283 0.099
H -2.478 3.761 -0.488 0.095
H -2.375 5.537 1.207 0.092
H -2.596 4.983 3.611 0.089
H -2.906 2.619 4.298 0.098
H -2.989 0.846 2.613 0.075
H -1.411 2.225 -2.577 0.069
H -2.163 3.152 -4.723 0.098
H -4.540 2.960 -5.397 0.090
H -6.153 1.834 -3.895 0.091
H -5.399 0.904 -1.748 0.093
C 1.340 -4.989 1.983 -0.121
N 1.775 -3.613 2.219 -0.287
C 3.125 -3.420 1.629 -0.127
C 3.430 -2.731 0.367 -0.450
O 4.192 -3.225 -0.432 0.069
N 3.023 -1.354 0.161 0.107
C 2.104 -0.893 0.832 -0.361
N 0.685 -2.810 1.740 -0.243
H 1.449 -5.291 0.934 0.083
H 0.289 -5.054 2.254 0.071
H 1.917 -5.664 2.619 0.073
H 3.558 -4.407 1.475 0.112
H 3.752 -2.890 2.363 0.134
H -0.657 -0.918 1.967 0.029
H -0.405 -1.645 -0.366 -0.010
```

Stability summary - winner: model P; margin: 21.775 eV.

Model P:
C6H19NO3 | wB97M-V/def2-TZVPD

Properties
HOMO level in hartree: -0.343
Frontier orbital gap in eV: 10.170
SMILES string: C=CCCCNC.O.O.O

```
29
Properties=species:S:1:pos:R:3:lowdin_charge:R:1
C -2.704 -1.625 0.170 0.001
C -1.649 -1.902 0.849 -0.223
C -1.206 -1.324 2.191 -0.187
C -0.461 -0.066 1.857 -0.216
C 0.881 -0.280 1.151 -0.222
N 1.205 0.751 0.143 -0.129
C 2.646 1.124 0.152 -0.094
H -3.219 -2.183 -0.562 0.053
H -3.273 -0.753 0.502 0.076
H -0.971 -2.640 0.462 0.091
H -2.144 -1.120 2.715 0.107
H -0.695 -2.002 2.903 0.123
H -0.955 0.596 1.069 0.119
H -0.305 0.833 2.480 0.117
H 0.848 -1.270 0.581 0.129
H 1.674 -0.403 1.833 0.095
H 1.068 0.522 -0.824 0.070
H 2.751 1.645 1.007 0.037
H 3.405 0.385 0.080 0.070
H 2.830 1.852 -0.680 0.097
O -0.227 1.009 -2.837 -0.079
H -0.429 1.710 -2.134 0.034
H 0.293 1.454 -3.458 -0.001
O 0.172 -1.492 -2.533 0.026
H -0.319 -1.531 -1.768 -0.025
H -0.067 -1.835 -3.303 -0.032
O -0.055 2.982 -0.850 -0.098
H 0.093 2.176 -0.269 0.022
H 0.813 3.387 -0.927 0.038
```

Model Q:
C6H19NO3 | wB97M-V/def2-TZVPD

Properties
HOMO level in hartree: -0.356
Frontier orbital gap in eV: 10.244
SMILES string: C=CCCCCN.O.O.O

```
29
Properties=species:S:1:pos:R:3:lowdin_charge:R:1
C -3.257 -0.664 -0.163 0.005
C -2.301 -1.309 0.507 -0.186
C -0.853 -1.220 0.142 -0.214
C -0.107 -0.486 1.292 -0.185
C -0.452 1.022 1.162 -0.190
C 0.402 1.715 0.088 -0.249
N 1.862 1.425 0.060 -0.020
H -4.294 -0.462 0.091 0.057
H -2.975 -0.056 -1.025 0.029
H -2.568 -2.064 1.238 0.105
H -0.442 -2.234 -0.015 0.112
H -0.735 -0.814 -0.863 0.100
H 0.947 -0.691 1.088 0.048
H -0.369 -0.871 2.283 0.120
H -1.447 1.167 0.723 0.095
H -0.348 1.496 2.148 0.110
H 0.001 1.323 -0.852 0.087
H 0.262 2.792 0.223 0.111
H 2.440 2.257 0.073 0.078
H 2.094 0.957 0.933 0.068
O 3.583 -0.532 -0.598 -0.086
H 4.204 0.168 -0.460 0.028
H 2.781 -0.027 -0.861 0.024
O 2.071 -2.269 0.916 -0.084
H 2.858 -1.771 1.202 0.045
H 2.185 -1.972 0.005 0.019
O -1.906 1.345 -3.390 -0.058
H -1.188 0.708 -3.315 0.028
H -2.447 1.067 -2.636 0.006
```

Stability summary - winner: model Q; margin: 1.442 eV.

Model P:
C3H4ClNS | wB97M-V/def2-TZVPD

Properties
HOMO level in hartree: -0.295
Frontier orbital gap in eV: 7.595
SMILES string: N/C=C(\Cl)C=S

```
10
Properties=species:S:1:pos:R:3:lowdin_charge:R:1
N 1.263 1.311 -0.057 0.056
C 0.067 0.717 -0.073 -0.185
C -0.005 -0.726 -0.112 -0.797
Cl 1.446 -1.626 0.017 0.696
C -1.256 -1.233 -0.049 -0.755
S -2.697 -0.459 0.024 0.590
H 1.409 2.355 0.442 0.212
H 2.031 0.712 0.054 0.014
H -0.883 1.313 -0.161 0.100
H -1.376 -2.364 -0.085 0.070
```

Model Q:
C3H4ClNS | wB97M-V/def2-TZVPD

Properties
HOMO level (spin up / spin down) in hartree: -0.303 / -0.303
Frontier orbital gap (spin up / spin down) in eV: 7.664 / 7.665

```
10
Properties=species:S:1:pos:R:3:lowdin_charge:R:1
C -2.135 -0.011 -0.172 -0.576
C 0.413 1.514 -0.144 -0.584
C -0.323 -1.585 -0.013 -0.226
N -1.495 -1.033 -0.167 -0.109
S 1.337 0.202 -0.021 0.643
Cl -3.777 0.386 0.048 0.637
H 0.010 1.681 -1.231 0.035
H 0.134 2.065 0.784 0.010
H -0.056 -2.322 0.814 0.110
H 0.135 -1.712 -1.029 0.060
```

Model R:
C3H4ClNS | wB97M-V/def2-TZVPD

Properties
HOMO level (spin up / spin down) in hartree: -0.320 / -0.319
Frontier orbital gap (spin up / spin down) in eV: 7.220 / 7.139

```
10
Properties=species:S:1:pos:R:3:lowdin_charge:R:1
C -0.387 -0.949 -0.029 -0.322
C 1.387 0.525 0.342 -0.672
C -1.352 -0.081 -0.538 -0.623
N 0.827 -0.751 0.253 -0.028
S 0.294 1.875 -0.122 0.637
Cl -2.939 -0.053 0.076 0.689
H -0.524 -2.038 0.028 0.130
H 1.492 0.482 1.462 0.093
H 2.422 0.601 -0.015 0.084
H -1.221 0.388 -1.457 0.012
```

Stability summary - winner: model P; margin: 1.697 eV.

Model P:
C2H9N2P | wB97M-V/def2-TZVPD

Properties
HOMO level (spin up / spin down) in hartree: -0.305 / -0.255
Frontier orbital gap (spin up / spin down) in eV: 8.602 / 7.292

```
14
Properties=species:S:1:pos:R:3:lowdin_charge:R:1
C 1.373 0.824 0.647 -0.284
C 1.327 -1.287 -0.445 -0.192
N -2.912 0.376 -0.533 -0.389
N 0.760 0.069 -0.337 -0.213
P -1.771 -0.338 0.442 0.744
H 1.708 0.386 1.653 0.092
H 2.249 1.127 0.136 0.067
H 0.708 1.677 0.978 0.068
H 1.647 -1.341 -1.459 0.057
H 2.035 -1.573 0.343 0.077
H 0.521 -1.999 -0.492 0.029
H -2.536 1.253 -0.945 0.033
H -3.540 0.005 -1.268 0.041
H -1.568 0.822 1.282 -0.129
```

Model Q:
C2H9N2P | wB97M-V/def2-TZVPD

Properties
HOMO level in hartree: -0.317
Frontier orbital gap in eV: 9.660
SMILES string: CNN(C)P

```
14
Properties=species:S:1:pos:R:3:lowdin_charge:R:1
C 1.553 -0.858 0.197 -0.117
N 0.747 0.018 -0.587 -0.147
N -0.466 0.335 0.036 -0.588
C -0.669 1.746 0.063 -0.188
P -1.855 -0.680 -0.002 0.797
H 1.202 -1.870 0.219 0.064
H 2.526 -0.824 -0.129 0.054
H 1.468 -0.462 1.134 0.057
H 0.452 -0.397 -1.463 0.088
H -1.697 1.973 0.503 0.079
H 0.068 2.179 0.695 0.058
H -0.584 2.259 -0.874 0.060
H -1.502 -1.634 1.046 -0.130
H -1.244 -1.785 -0.840 -0.087
```

Stability summary - winner: model Q; margin: 1.203 eV.